[1]
The following is a quantum chemistry calculation of C44H38N10PtS3 as an isolated structure, from OMol25.

Summary:
largest force on an atom: 0.17 eV/Å
Kohn-Sham gap: 0.3037 Eh
charge: +2
ΔE to the lowest compared entry with this formula, charge and spin: 0.0 kcal per mole
total energy: -3560.3747 a.u.
HOMO: -13.1 eV

Positions of all 96 atoms, in Å:
C -0.9281 -5.3187 3.3804
C -0.7192 -5.0113 2.0475
N -1.6846 0.1087 0.5542
C -0.6281 -3.6732 1.6778
H -2.7385 -3.2390 -3.0406
H -6.3378 0.2027 -3.3098
C -2.9736 0.0586 -3.6854
H -0.6168 -5.7977 1.3105
S -3.0141 -0.4251 0.2903
C -0.5300 4.3276 0.2341
H 6.7379 0.8561 -1.2333
H 3.1726 -6.9871 -2.1362
H 2.8335 4.3563 -0.1392
C 3.1976 -0.4897 -0.9263
C 1.8379 -4.7492 0.0197
H -4.3670 -3.3871 -4.9098
H -0.6603 -1.6142 2.2755
H -1.3969 4.9604 0.3596
C -6.0335 1.6022 2.9923
C 1.2891 -6.0026 -2.4070
C -6.0676 -3.5605 -3.6136
C -6.3751 0.4008 2.3830
C -5.2939 0.1016 -3.0441
H -7.5792 -3.7261 -2.0942
C 0.3717 -5.1049 -1.8811
C -4.2190 0.3319 1.3523
H 3.6549 -5.8775 0.0200
N 3.8566 2.0989 -0.5534
H -4.7772 -7.3800 3.2409
H -0.5535 -4.8926 -2.3969
C 2.6398 1.6639 -0.4098
H -4.5052 3.0775 3.2880
C 2.7403 -5.6558 -0.5131
N 0.2112 -1.8980 -0.2508
C -3.5960 -0.1950 -1.3881
C 2.4663 -6.2788 -1.7244
H -2.8662 1.9162 1.8305
H -6.7464 2.1005 3.6354
C -3.6455 -5.8262 0.4614
H 0.9025 5.9283 0.2125
H -6.7750 -3.6327 -4.4291
C -1.0527 -4.2981 4.3178
C -5.6228 -3.5320 -1.2542
N 4.4676 -0.1360 -1.0912
H 3.5919 -2.3806 -1.4472
N 2.8649 -1.7517 -1.1537
N -1.7842 -3.5807 -0.7886
H -4.0035 -7.8771 0.9468
C -6.5238 -3.6120 -2.3005
C -4.0352 -6.8552 1.2990
H -5.9644 -3.5915 -0.2276
H 2.0464 -4.2552 0.9612
N -3.3860 -1.9777 0.6586
C 4.7642 1.1393 -0.8755
H -4.1577 -3.1916 2.5604
C -4.7143 -3.4260 -3.8862
C -4.1359 -4.2172 2.2197
C -3.7042 -4.5221 0.9401
C -2.6064 -0.1254 -2.3604
C -4.2692 -3.4037 -1.5486
C -4.4711 -6.5716 2.5901
C 0.7448 4.8605 0.1478
S -0.3764 -3.2083 -0.0222
H 6.2739 2.4897 -0.8364
H -4.5970 0.3299 -5.0583
Pt 0.2259 0.1138 -0.0871
C -4.3135 0.1736 -4.0258
N 2.2218 0.3879 -0.5411
C -0.7426 -2.6446 2.5995
H -7.3491 -0.0372 2.5544
H -5.7086 -0.1146 -0.9558
H -2.2098 0.1229 -4.4491
C -4.9413 -0.0823 -1.7165
H 1.0811 -6.4918 -3.3488
H -3.3012 -6.0315 -0.5454
C -0.9656 -2.9683 3.9310
C 1.5743 2.6478 -0.1210
C 1.8177 4.0035 -0.0410
N 6.0307 1.5274 -0.9905
H -1.2095 -4.5449 5.3597
H -1.5624 -0.2015 -2.0812
C -4.5209 -5.2633 3.0475
H -1.0554 -2.1808 4.6670
H -1.6639 2.4829 0.2131
C -5.4654 -0.2472 1.5644
H 1.9079 -2.0559 -1.0041
C -0.6970 2.9569 0.1569
C -4.7776 2.1554 2.7930
C -3.7965 -3.3456 -2.8487
S -3.1684 -3.2553 -0.1736
C -3.8618 1.5206 1.9669
H -0.9875 -6.3532 3.6910
H -4.8596 -5.0507 4.0525
N 0.3393 2.1312 -0.0019
H -5.7154 -1.1970 1.1120
C 0.6585 -4.4932 -0.6692

[2]
The following is a quantum chemistry calculation of C44H39GeHfN8O4PS as an isolated structure in a non-equilibrium geometry, from OMol25.

Summary:
largest force on an atom: 3.91 eV/Å
Kohn-Sham gap: 0.2114 Eh
charge: +4
ΔE to the lowest compared entry with this formula, charge and spin: 0.0 kcal per mole
total energy: -5302.3124 a.u.
HOMO: -17.5 eV

Positions of all 99 atoms, in Å:
H 13.6380 11.9150 10.5894
H 14.1448 10.0010 15.5587
C 11.6615 14.3916 12.0325
N 6.8962 16.2121 18.4758
C 7.3039 9.5109 16.4069
H 9.2644 10.0536 8.9744
H 6.9112 18.6132 14.7688
C 7.9587 19.4136 11.6021
C 6.1207 10.1168 18.4297
H 10.2565 8.9809 13.3046
P 11.3876 12.6963 12.4967
C 10.2396 10.5101 9.2301
H 7.3344 12.0038 12.9910
C 11.9782 17.1501 11.2327
C 7.4211 15.2928 17.6601
O 11.8351 10.4685 14.4493
H 11.4057 9.6206 7.6461
O 7.1906 8.8722 8.8325
H 6.4424 8.0676 17.7561
C 7.3653 18.5542 13.7838
C 7.0599 11.7869 17.0516
C 8.3849 18.1423 11.2076
H 6.1854 10.8553 11.3339
H 8.9027 18.0302 10.2381
C 6.2609 11.4623 18.1541
H 13.2932 17.2473 12.9229
C 7.5240 19.6564 12.9136
C 11.4345 11.8495 10.8652
C 8.9436 14.7333 16.0676
N 6.8569 14.0630 17.6758
H 9.1688 7.7384 11.5327
N 7.6547 10.8487 16.2592
H 7.3382 20.6950 13.2585
H 6.1345 7.3123 11.4222
C 15.3655 11.4441 14.5349
H 8.0059 20.2031 10.8503
H 6.0675 13.7644 6.4504
H 16.2621 11.2279 15.0907
C 10.7940 14.9400 10.9188
H 5.6464 9.8283 19.3734
C 12.2997 15.3332 12.8492
C 8.2606 17.0374 12.0694
C 11.1924 16.3145 10.4793
C 11.4256 10.2283 8.5431
N 8.4775 13.4652 16.0094
C 7.4622 13.1689 16.8931
H 7.6967 8.8174 15.6591
H 13.5998 10.3949 8.6715
H 5.4678 12.6056 8.5696
C 7.7411 11.0442 12.7261
H 7.3371 17.0962 18.3786
C 14.2472 12.6805 12.7656
N 8.4660 15.6634 16.9210
C 12.5555 16.6588 12.3930
O 11.1117 12.0978 16.1848
H 14.3120 13.3582 11.9276
H 10.7626 16.7288 9.5807
C 8.0636 15.4553 8.6508
H 12.1755 18.2029 10.9091
N 8.8616 10.5953 13.3535
H 10.4109 15.9325 15.2338
H 7.6896 15.7408 6.5419
C 7.7737 14.7610 9.8318
H 5.8640 12.2805 18.7894
H 8.3263 14.2215 12.5980
H 6.0692 16.0042 19.0122
O 10.0496 9.9748 16.1779
H 10.6798 14.3033 9.9999
H 7.6623 16.4501 14.0303
H 9.3311 11.9599 10.5807
C 8.7614 8.7263 11.8061
C 6.5114 14.0667 7.3897
N 10.0093 15.0019 15.2685
C 7.7414 17.2803 13.3332
C 12.6745 11.5334 10.2249
C 10.2431 11.4667 10.2564
H 5.7224 6.9553 9.7269
C 6.2157 13.3849 8.5725
C 6.6160 9.1303 17.5175
H 16.3632 12.7839 13.0944
H 12.7894 14.9921 13.7700
C 7.0754 10.3966 11.7405
C 13.0073 12.1072 13.0830
C 6.9787 8.5406 10.0114
C 12.6331 10.6757 9.1162
C 7.4474 15.1313 7.4207
H 10.2392 14.4009 14.4918
C 6.7918 13.7384 9.7899
C 15.4355 12.3100 13.4357
C 7.6413 9.2444 11.1800
N 6.1674 7.5409 10.4409
C 14.1602 10.7757 14.8188
Hf 9.2847 11.6365 15.1184
S 11.5745 10.5696 16.1784
H 8.7233 16.3217 8.6689
C 13.0133 11.1047 14.0866
C 9.3217 9.3745 12.8826
Ge 8.7818 15.2045 11.4850
H 6.5220 13.1700 10.6592

[3]
The following is a quantum chemistry calculation of C44H39N5O3Ti as an isolated structure in a non-equilibrium geometry, from OMol25.

Summary:
largest force on an atom: 1.93 eV/Å
Kohn-Sham gap: 0.2531 Eh
charge: 0
ΔE to the lowest compared entry with this formula, charge and spin: 6.1 kcal per mole
total energy: -3049.2862 a.u.
HOMO: -7.3 eV

Positions of all 92 atoms, in Å:
C -2.6747 0.9580 -3.5397
H -2.0332 5.5905 -0.0693
O 0.9948 1.3135 0.7015
C 2.7996 -0.5601 -0.3900
C 0.5387 -4.2678 -2.8784
H -3.3966 -1.9718 0.4675
C 0.0638 -5.3939 -3.5316
H -3.0963 3.2344 -4.7242
H -3.5237 -0.7587 2.7419
H -1.0912 -0.5341 -3.6179
C -0.3335 -2.1503 1.9046
H 2.4375 1.5275 -3.9281
N 0.7076 -1.3399 2.2378
H -3.4644 1.2625 -4.2259
H 2.3714 4.0078 -3.4195
H 0.7006 5.0946 -4.1979
C -3.1704 4.2718 1.1739
C -3.4651 0.2649 2.4016
C -2.5247 -2.4032 0.9473
O -0.0816 1.2390 -1.9614
H -5.1125 0.8965 3.6327
C -2.2004 -4.6906 -3.1195
C -1.2809 4.3390 -4.4907
N -1.4961 2.3006 0.1555
C 1.8510 -3.2294 3.1747
H -3.9489 1.4445 -1.8494
H -1.6726 -6.4861 -4.1717
H -1.3426 -5.4297 1.9502
N 1.5829 -0.8013 -0.7114
C -0.3584 -3.3458 -2.3446
H -2.7068 0.2550 -1.4718
H -4.0912 -0.2226 -2.4235
H -1.6594 0.0022 -5.2001
C 1.7424 -1.8611 2.8432
C -2.4472 1.9857 1.0794
C -1.3671 3.5493 -0.2150
C -1.3879 -4.3603 1.7716
N 1.3820 -2.0004 -1.4012
C -3.3313 2.9387 1.6139
C 2.7290 2.4758 1.7923
C -4.3659 1.2210 2.9170
H -4.9912 3.2698 2.9669
C -1.3053 -5.6072 -3.6546
C -1.7268 -3.5610 -2.4664
C 4.0792 2.6743 1.9996
C -3.3865 0.5924 -2.2374
H 0.7626 -6.1094 -3.9495
C 4.5910 0.7888 0.6223
H -2.4074 -2.8322 -2.0435
C 3.2260 0.5759 0.3969
C 5.0277 1.8368 1.4039
H 1.5141 3.1586 -0.6370
N -1.4957 -0.1824 0.9813
C -0.3044 -3.5442 2.1659
H 1.5636 4.8107 -1.2572
H 2.3888 1.2423 -2.1960
C -1.4905 -1.5699 1.2805
H 2.7271 -3.5932 3.6978
H -3.8354 5.0361 1.5601
H 5.3045 0.1064 0.1680
C -2.1104 3.2535 -4.2702
C 0.1147 -2.1330 -1.6384
C 2.6587 1.9657 -2.9519
Ti -0.1418 0.4034 -0.3904
C 2.0190 3.8190 -1.3353
H 1.9846 3.1183 2.2513
C 0.8332 -4.0626 2.8273
H -2.6429 -1.1095 -4.2314
H 4.4053 3.4910 2.6331
O -0.7615 -1.2463 -1.2625
H 6.0867 2.0050 1.5591
H 3.7366 2.1406 -2.8888
C -1.9725 -0.2459 -4.1834
C 1.8988 3.2811 -2.7592
H 1.6002 -4.0863 -2.7744
H -3.3045 -4.4103 0.8582
C -0.4565 2.1953 -2.8773
H 2.5536 -1.1771 3.0852
H -0.6036 3.7704 -0.9526
H 3.5419 -1.2820 -0.7139
H -1.6084 5.1747 -5.0994
C -2.4724 -3.7919 1.1750
C 0.4435 3.2281 -3.1977
C -4.3121 2.5354 2.5503
C -2.4886 0.6247 1.4946
H -3.2682 -4.8539 -3.2120
H 0.8735 -5.1234 3.0531
C 0.0011 4.2923 -3.9796
C -2.1875 4.5776 0.2773
H 3.0683 3.8981 -1.0323
C -1.7244 2.1588 -3.4973
C 2.2843 1.4473 0.9599